Record 1
26
Properties=species:S:1:pos:R:3:nbo_charge:R:1 method="wB97M-V/def2-TZVPD" total_charge=-1 de_lowest_kcal_mol=99.5 energy_ha=-687.2936 e_lumo_ev=3.155 spin_multiplicity=1 homo_lumo_gap_ev=9.66
O -0.500 -0.202 0.932 -1.274
H 1.174 -1.632 1.811 0.476
H -1.293 -1.618 0.324 0.501
O -1.626 -2.489 -2.562 -0.925
H -1.112 -2.321 -3.215 0.443
O 2.009 2.176 2.078 -0.968
H 1.574 1.552 1.401 0.485
H 1.078 -0.943 3.013 0.455
O 1.723 3.398 -1.734 -0.945
H 0.471 0.912 0.440 0.518
H 1.223 3.037 -1.091 0.475
O -1.919 -2.434 0.223 -1.011
H -2.965 1.198 0.568 0.465
H 1.390 2.847 -2.401 0.447
O 0.764 1.886 -0.039 -1.020
H 2.801 1.738 2.171 0.445
H 0.042 2.339 0.281 0.468
O 1.680 -1.352 2.529 -0.933
H -1.472 -3.247 0.328 0.459
H -1.513 -1.834 -1.928 0.477
O 0.416 -1.437 -2.002 -0.961
H 0.101 -1.097 -0.988 0.490
H 1.118 -1.920 -1.524 0.460
O -2.430 1.166 -0.193 -0.998
H -1.749 0.496 -0.258 0.512
H -0.983 -0.221 1.838 0.461

Record 2
26
Properties=species:S:1:pos:R:3:nbo_charge:R:1 method="wB97M-V/def2-TZVPD" total_charge=-1 de_lowest_kcal_mol=65.5 energy_ha=-687.3478 e_lumo_ev=3.014 spin_multiplicity=1 homo_lumo_gap_ev=10.05
O 0.244 0.130 0.304 -1.206
H -0.550 -0.082 -0.168 0.437
O 2.822 -0.814 -0.301 -0.993
H 1.771 -0.567 -0.363 0.502
H 3.191 -0.023 0.061 0.454
O -1.616 1.997 -1.913 -0.935
H -0.860 2.317 -1.602 0.476
H -1.910 1.529 -1.103 0.451
O 0.626 -1.615 2.457 -0.993
H 1.498 -2.023 2.228 0.455
H 0.643 -0.837 1.670 0.499
O 1.080 2.228 -1.141 -1.002
H 1.661 1.746 -1.863 0.458
H 0.816 1.339 -0.707 0.501
O -1.773 0.751 1.863 -0.987
H -1.669 1.668 1.544 0.454
H -1.174 0.138 1.164 0.485
O 1.628 1.673 1.853 -0.943
H 1.048 1.160 1.356 0.483
H 2.323 1.803 1.266 0.443
O -3.145 -2.447 -1.672 -0.938
H -3.523 -1.534 -1.500 0.449
H -2.359 -2.141 -1.235 0.479
O -0.456 -2.526 -0.534 -0.964
H -0.178 -2.309 -1.483 0.453
H -0.139 -1.562 -0.183 0.482

Record 3
50
Properties=species:S:1:pos:R:3:nbo_charge:R:1 method="wB97M-V/def2-TZVPD" total_charge=-2 de_lowest_kcal_mol=0.0 energy_ha=-8822.9158 e_lumo_ev=3.575 spin_multiplicity=1 homo_lumo_gap_ev=6.55
Zn 2.956 12.417 -13.570 1.788
Zn 4.638 9.857 -10.060 1.758
Zn 5.010 7.798 -14.114 1.783
S 5.110 12.095 -11.041 2.668
O 4.279 11.727 -9.928 -1.150
O 6.107 13.121 -10.670 -1.004
O 5.750 10.852 -11.377 -1.153
O 4.318 12.400 -12.220 -1.177
S 2.596 9.299 -12.591 2.711
O 3.389 9.414 -11.368 -1.136
O 2.501 10.589 -13.299 -1.158
O 3.221 8.327 -13.469 -1.165
O 1.247 8.806 -12.347 -1.092
S 5.893 7.064 -10.944 2.625
O 5.260 5.808 -10.549 -1.035
O 5.520 7.388 -12.354 -1.228
O 5.447 8.178 -10.057 -1.159
O 7.376 6.885 -10.945 -1.043
S 4.698 11.962 -16.367 2.629
O 3.865 10.919 -16.964 -1.135
O 6.099 11.646 -16.561 -1.046
O 4.490 13.305 -16.923 -1.086
O 4.229 12.006 -14.971 -1.223
O 1.392 12.598 -15.016 -0.985
H 0.800 11.932 -15.363 0.522
H 1.322 13.327 -15.633 0.496
O 3.419 9.454 -8.449 -0.985
H 2.472 9.336 -8.526 0.520
H 3.560 9.666 -7.526 0.480
O 5.598 9.750 -13.858 -1.064
H 5.823 10.035 -12.972 0.530
H 5.192 10.518 -14.260 0.525
O 0.831 6.370 -13.496 -0.967
H 1.399 7.090 -13.220 0.500
H 0.022 6.500 -13.001 0.455
O 1.606 12.958 -11.892 -0.978
H 0.725 12.803 -11.554 0.497
H 2.145 13.082 -11.111 0.508
O 0.962 9.490 -9.580 -0.978
H 0.341 8.815 -9.306 0.465
H 1.024 9.387 -10.530 0.515
O -0.464 10.005 -13.840 -1.011
H -0.038 9.557 -13.109 0.492
H -0.054 9.633 -14.621 0.484
O 4.334 8.371 -16.016 -1.015
H 4.545 7.691 -16.656 0.477
H 4.190 9.158 -16.541 0.558
O 1.717 9.394 -15.789 -0.996
H 1.968 8.981 -14.962 0.478
H 2.333 10.120 -15.891 0.502

Record 4
28
Properties=species:S:1:pos:R:3:nbo_charge:R:1 method="wB97M-V/def2-TZVPD" total_charge=0 energy_ha=-1409.0829 smiles=SS.O.O.O.O.O.O.O.O e_lumo_ev=-0.135 spin_multiplicity=1 homo_lumo_gap_ev=8.72
S 1.332 -2.015 1.824 -0.165
S -0.609 -1.684 2.352 -0.121
H 1.831 -0.840 1.403 0.162
H -0.434 -0.514 3.002 0.116
O 4.210 0.628 -0.035 -0.948
H 3.680 0.742 0.753 0.485
H 3.620 0.311 -0.726 0.463
O 1.970 1.378 2.063 -0.986
H 1.594 1.787 1.271 0.495
H 1.317 1.395 2.770 0.470
O 1.127 1.516 -0.326 -0.986
H 0.137 1.521 -0.268 0.504
H 1.254 2.285 -0.901 0.488
O -1.781 -1.698 -1.377 -0.961
H -0.839 -1.504 -1.513 0.487
H -1.787 -2.665 -1.354 0.473
O -1.540 2.046 -0.164 -0.984
H -1.464 1.688 0.731 0.470
H -2.168 1.415 -0.609 0.508
O -3.622 0.721 -1.208 -0.979
H -3.395 -0.211 -1.173 0.502
H -3.348 1.094 -2.066 0.501
O -2.169 1.493 -3.464 -0.975
H -1.308 1.115 -3.202 0.505
H -2.212 2.398 -3.154 0.470
O 0.108 0.199 -2.634 -0.996
H 0.658 -0.212 -3.302 0.496
H 0.592 0.588 -1.885 0.505

Record 5
27
Properties=species:S:1:pos:R:3:nbo_charge:R:1 method="wB97M-V/def2-TZVPD" total_charge=0 de_lowest_kcal_mol=91.7 energy_ha=-687.8797 smiles=O.O.O.O.O.O.O.O.O e_lumo_ev=0.280 spin_multiplicity=1 homo_lumo_gap_ev=10.93
O -2.488 0.361 -0.886 -0.953
H -2.230 0.115 -1.814 0.491
H -2.730 1.247 -1.121 0.475
O 1.253 2.373 -2.169 -1.003
H 0.683 2.691 -1.325 0.533
H 2.013 2.751 -2.309 0.467
O 0.623 0.034 1.336 -0.984
H 0.491 -0.443 0.511 0.503
H -0.170 -0.370 1.718 0.497
O 0.851 2.598 0.598 -0.994
H 1.045 1.665 0.756 0.513
H 0.397 3.026 1.300 0.481
O 0.295 0.855 -3.948 -0.987
H 0.427 1.682 -4.430 0.470
H 0.633 0.976 -3.050 0.498
O -3.529 -0.361 1.625 -0.965
H -4.209 -1.034 1.630 0.459
H -3.322 -0.246 0.691 0.495
O 3.507 -0.989 1.785 -0.981
H 2.597 -0.558 1.545 0.512
H 3.521 -1.825 2.043 0.459
O -1.341 -3.091 2.384 -0.940
H -1.217 -3.335 3.248 0.469
H -2.140 -2.748 2.221 0.471
O 1.029 -1.670 -0.690 -0.940
H 1.457 -1.835 -1.477 0.476
H 1.161 -2.636 -0.426 0.479

Record 6
27
Properties=species:S:1:pos:R:3:nbo_charge:R:1 method="wB97M-V/def2-TZVPD" total_charge=0 de_lowest_kcal_mol=73.9 energy_ha=-687.9080 smiles=O.O.O.O.O.O.O.O.O e_lumo_ev=-0.299 spin_multiplicity=1 homo_lumo_gap_ev=10.97
O -13.462 -5.397 16.967 -0.933
H -14.176 -4.794 16.764 0.464
H -13.707 -5.785 17.807 0.468
O -13.942 -10.922 21.343 -0.934
H -13.418 -10.193 21.674 0.466
H -14.640 -10.506 20.837 0.467
O -21.346 -10.076 10.329 -0.937
H -20.529 -10.158 10.821 0.467
H -21.960 -9.681 10.948 0.470
O -23.345 -7.477 13.973 -0.936
H -23.042 -8.010 14.707 0.466
H -23.047 -6.591 14.179 0.470
O -16.396 -6.628 20.238 -0.941
H -16.090 -5.978 20.871 0.471
H -17.255 -6.894 20.564 0.471
O -19.168 -4.421 16.028 -0.938
H -18.688 -3.725 15.579 0.470
H -18.902 -4.344 16.944 0.468
O -17.167 -8.373 15.230 -0.939
H -17.177 -8.337 16.187 0.470
H -18.024 -8.038 14.968 0.469
O -17.166 -12.068 12.370 -0.938
H -16.756 -11.991 11.509 0.467
H -16.995 -11.227 12.794 0.470
O -16.903 -5.183 10.848 -0.933
H -16.739 -4.267 11.072 0.465
H -16.703 -5.666 11.650 0.468

Record 7
27
Properties=species:S:1:pos:R:3:nbo_charge:R:1 method="wB97M-V/def2-TZVPD" total_charge=0 de_lowest_kcal_mol=177.4 energy_ha=-687.7431 e_lumo_ev=0.145 spin_multiplicity=1 homo_lumo_gap_ev=8.53
H -0.019 -0.750 0.787 0.407
H -1.043 0.339 0.507 0.439
H -0.572 4.897 -0.303 0.469
H -0.379 3.871 -1.407 0.457
H 0.925 2.019 1.225 0.497
H 0.372 2.468 -0.117 0.404
H -5.417 -2.151 -1.823 0.470
H -5.013 -1.229 -0.683 0.466
H 1.585 0.869 3.350 0.491
H 2.841 1.647 3.707 0.472
H 2.659 -3.761 -1.848 0.474
H 3.133 -3.830 -0.406 0.461
H 0.129 -1.560 -3.839 0.468
H 1.008 -1.061 -2.703 0.485
H -1.491 -0.176 -1.004 0.456
H -1.036 1.270 -1.116 0.458
H 0.930 -1.873 4.201 0.471
H 0.375 -1.787 2.789 0.474
O -0.111 0.207 0.719 -0.865
O -0.813 4.711 -1.217 -0.926
O 0.552 1.678 0.404 -0.888
O -4.812 -1.433 -1.604 -0.936
O 2.194 1.530 3.002 -0.963
O 2.954 -3.206 -1.118 -0.935
O 0.963 -1.737 -3.389 -0.953
O -0.902 0.398 -1.506 -0.912
O 0.988 -1.351 3.392 -0.945

Record 8
27
Properties=species:S:1:pos:R:3:nbo_charge:R:1 method="wB97M-V/def2-TZVPD" total_charge=0 de_lowest_kcal_mol=68.3 energy_ha=-687.9169 smiles=O.O.O.O.O.O.O.O.O e_lumo_ev=0.129 spin_multiplicity=1 homo_lumo_gap_ev=11.24
O 0.635 -0.731 -0.028 -0.963
H 0.596 0.225 0.085 0.484
H 1.400 -0.869 -0.598 0.477
O 2.703 -2.439 -1.792 -0.941
H 3.373 -2.990 -1.371 0.475
H 1.906 -2.604 -1.277 0.469
O 0.549 -2.511 2.721 -0.941
H -0.330 -2.143 2.578 0.468
H 0.924 -2.574 1.836 0.473
O 3.569 3.235 1.101 -0.932
H 3.133 3.751 1.790 0.463
H 3.082 3.456 0.300 0.469
O -2.707 0.277 -1.741 -0.951
H -1.967 -0.313 -1.562 0.491
H -2.346 0.928 -2.353 0.463
O -3.727 1.284 2.083 -0.935
H -4.418 1.472 1.438 0.469
H -3.392 0.418 1.823 0.466
O -2.331 -3.061 -0.168 -0.941
H -2.955 -3.217 -0.885 0.471
H -2.845 -3.226 0.631 0.470
O 4.286 0.953 -0.210 -0.935
H 4.587 0.432 -0.963 0.463
H 4.716 0.540 0.548 0.472
O -2.632 3.327 -0.990 -0.936
H -2.892 2.456 -1.310 0.470
H -2.919 3.928 -1.686 0.463